No. 1
DFT (ωB97M-V/def2-TZVPD) results for a 5-piece molecular cluster, C44H96BF4N4 overall at a distorted geometry.

Element x y z (Å)
1 C -5.1819 -0.6758 3.5506
2 C -4.1518 0.2023 4.2764
3 C -2.8560 0.4352 3.6040
4 C -1.6462 0.5608 4.6062
5 N -0.2583 0.6558 3.9976
6 C 0.7163 0.6561 5.1843
7 C 1.0294 -0.8153 5.3235
8 C 1.1701 -1.3354 3.8955
9 C 0.0279 -0.6367 3.2062
10 C -0.1514 1.8943 3.1851
11 C 1.2316 2.3117 2.5180
12 C 1.1472 3.7822 2.0318
13 H -4.9701 -1.7845 3.5917
14 H -5.1882 -0.3670 2.4787
15 H -6.1568 -0.6494 3.9016
16 H -4.0045 -0.1244 5.2981
17 H -4.6124 1.2001 4.3420
18 H -2.8934 1.2912 2.8513
19 H -2.5953 -0.4201 3.0393
20 H -1.5473 -0.2874 5.2474
21 H -1.8202 1.4933 5.1795
22 H 1.6527 1.1704 4.9562
23 H 0.2759 0.9809 6.1340
24 H 1.9599 -1.0302 5.7689
25 H 0.2329 -1.3934 5.8527
26 H 2.0891 -0.9301 3.5197
27 H 1.2030 -2.4100 3.8852
28 H 0.1460 -0.2294 2.1899
29 H -0.9079 -1.2352 3.1283
30 H -0.4285 2.6535 3.9173
31 H -0.9831 1.9668 2.4999
32 H 1.4564 1.5466 1.7870
33 H 2.0368 2.3486 3.1785
34 H 0.3392 3.9257 1.3669
35 H 2.0876 4.1122 1.5322
36 H 0.9658 4.3923 2.9405
37 C 4.9510 5.4288 0.4855
38 C 4.5665 5.9695 -0.8847
39 C 3.1313 5.6892 -1.2309
40 C 2.7151 6.4713 -2.5299
41 N 1.3618 6.0826 -3.1887
42 C 1.1899 4.5967 -3.2287
43 C 0.3735 4.3345 -4.5555
44 C 0.2180 5.7437 -5.1166
45 C 1.4038 6.5647 -4.5592
46 C 0.1023 6.5789 -2.3760
47 C -0.1976 8.0538 -2.3016
48 C -1.2742 8.3929 -1.2582
49 H 4.2438 5.6785 1.3129
50 H 5.9219 5.7005 0.8088
51 H 5.0160 4.3517 0.4744
52 H 5.2658 5.6065 -1.6121
53 H 4.8086 7.0240 -0.8670
54 H 2.4017 5.8779 -0.4505
55 H 3.1022 4.5841 -1.4144
56 H 3.5050 6.3309 -3.3166
57 H 2.5811 7.5473 -2.3197
58 H 0.7236 4.2213 -2.3583
59 H 2.1729 4.0729 -3.2808
60 H -0.6157 3.8837 -4.3909
61 H 0.8729 3.6796 -5.2581
62 H -0.6537 6.3133 -4.8433
63 H 0.2464 5.6895 -6.1991
64 H 1.2509 7.6432 -4.6504
65 H 2.3362 6.2956 -5.0320
66 H 0.3380 6.1479 -1.3707
67 H -0.7319 6.0539 -2.7617
68 H -0.4567 8.4222 -3.2895
69 H 0.7077 8.6288 -2.1214
70 H -2.2689 7.9609 -1.5449
71 H -1.4630 9.4917 -1.1889
72 H -0.9140 7.9359 -0.3352
73 C -2.2230 -2.5901 0.7547
74 C -3.4036 -3.4069 0.4358
75 C -4.6306 -2.4977 0.0039
76 C -4.3681 -1.5324 -1.0840
77 N -5.5486 -0.7088 -1.4276
78 C -5.2697 0.0371 -2.7925
79 C -6.1030 -0.6925 -3.8258
80 C -7.3278 -1.1744 -3.0456
81 C -6.7561 -1.5894 -1.7164
82 C -5.9687 0.3904 -0.5242
83 C -4.9778 1.4730 -0.0096
84 C -5.8365 2.3938 0.8932
85 H -1.3765 -3.1289 1.2185
86 H -2.4602 -1.7139 1.3969
87 H -1.7904 -2.2234 -0.1961
88 H -3.7328 -3.9719 1.3189
89 H -3.1723 -4.1309 -0.3803
90 H -4.7933 -1.8709 0.8706
91 H -5.4059 -3.2418 -0.1702
92 H -3.9375 -1.9197 -1.9958
93 H -3.5631 -0.8488 -0.8177
94 H -5.6725 1.0342 -2.7762
95 H -4.2132 0.1069 -2.9414
96 H -6.3200 0.0212 -4.6737
97 H -5.4671 -1.4260 -4.2725
98 H -8.1135 -0.4271 -3.0812
99 H -7.7194 -2.0624 -3.5824
100 H -7.4528 -1.7176 -0.8852
101 H -6.2764 -2.5825 -1.8896
102 H -6.3625 -0.1008 0.3984
103 H -6.8614 0.9408 -0.8906
104 H -4.6308 2.1021 -0.8214
105 H -4.1334 1.1096 0.5851
106 H -5.2843 3.2865 1.0802
107 H -6.0139 1.9257 1.8366
108 H -6.7913 2.7090 0.4622
109 C 4.1542 -9.3730 2.4001
110 C 4.8825 -8.9751 1.1055
111 C 4.8257 -7.4709 0.9017
112 C 5.3538 -6.9313 -0.3624
113 N 4.9081 -5.5699 -0.7453
114 C 5.4984 -5.1829 -2.0776
115 C 6.9191 -4.8347 -1.7670
116 C 6.8751 -4.0059 -0.4760
117 C 5.5500 -4.4892 0.2592
118 C 3.4757 -5.3289 -0.7247
119 C 2.6217 -6.2611 -1.6411
120 C 1.2108 -5.7559 -1.5911
121 H 4.0851 -10.4559 2.5062
122 H 3.0994 -9.0034 2.3612
123 H 4.6091 -8.9668 3.2761
124 H 4.4321 -9.4234 0.1928
125 H 5.9095 -9.3146 1.0704
126 H 5.3182 -7.0006 1.7439
127 H 3.7868 -7.1501 1.0881
128 H 5.0133 -7.5866 -1.1885
129 H 6.3766 -6.9615 -0.3727
130 H 4.9516 -4.2735 -2.4139
131 H 5.3053 -5.9340 -2.8507
132 H 7.4045 -4.3619 -2.6306
133 H 7.5879 -5.7121 -1.6192
134 H 6.7986 -2.9532 -0.6558
135 H 7.7742 -4.2367 0.1254
136 H 4.8085 -3.7138 0.3559
137 H 5.7515 -5.0465 1.1666
138 H 3.3635 -4.2752 -1.0487
139 H 3.2288 -5.3674 0.3478
140 H 2.6692 -7.3209 -1.3602
141 H 2.9300 -6.1907 -2.6495
142 H 0.5879 -6.0628 -2.3677
143 H 1.1044 -4.6585 -1.6296
144 H 0.7649 -6.0012 -0.5714
145 B -1.2625 1.5876 -0.5798
146 F -0.2387 2.3098 -1.2260
147 F -1.7164 2.3865 0.5261
148 F -2.2841 1.2216 -1.4780
149 F -0.8231 0.3697 -0.0670

As for the spin multiplicity: 1. The calculation puts the max |F| at 3.4 eV Å⁻¹. The total charge is +3. The calculation puts the orbital gap at 11.37 eV. The calculation puts the HOMO energy at -0.615 Ha.

No. 2
DFT (ωB97M-V/def2-TZVPD) results for the molecule C5H8O.

Element x y z (Å)
1 C -1.5986 0.2937 -0.1755
2 C -0.4879 -0.5964 0.4390
3 C 0.4198 -0.6286 -0.7757
4 C 1.6942 0.0030 -0.3270
5 O 1.1522 1.0384 0.6093
6 C 0.0154 0.6144 1.0687
7 H -2.1351 -0.2907 -0.9299
8 H -2.3360 0.7653 0.4955
9 H -0.7195 -1.4719 1.0472
10 H -0.6561 0.5682 -1.0231
11 H 0.4515 -1.5059 -1.4134
12 H 2.2494 0.5521 -1.0910
13 H 2.4118 -0.5944 0.2734
14 H -0.4611 1.2529 1.8026

As for the spin multiplicity: 1. The calculation puts the max |F| at 0.5 eV Å⁻¹. The calculation puts the orbital gap (spin up / spin down) at 7.04 / 7.04 eV. The calculation puts the HOMO energy (spin up / spin down) at -0.243 / -0.243 Ha.

No. 3
DFT (ωB97M-V/def2-TZVPD) results for C23H21BrIN5O3RuS2 as an isolated structure.

Element x y z (Å)
1 Ru 0.1577 0.5319 1.0831
2 C 0.1357 -3.5941 4.9233
3 C 0.1619 -3.8472 3.4260
4 N 1.2849 -3.1815 2.7578
5 C 1.2686 -1.9932 2.1900
6 S -0.2236 -0.9588 2.4959
7 N 2.2469 -1.5168 1.4751
8 N 2.0269 -0.2200 1.1278
9 C 3.0134 0.6030 0.9710
10 C 4.4445 0.2214 0.9912
11 C 2.5897 2.0148 0.8988
12 C 3.4505 3.0608 0.6476
13 C 2.9622 4.3648 0.6917
14 C 1.6336 4.5813 0.9944
15 C 0.8129 3.4893 1.2321
16 N 1.2769 2.2378 1.1934
17 H -0.6899 -4.1420 5.3751
18 H -0.0003 -2.5342 5.1483
19 H 1.0602 -3.9245 5.3949
20 H -0.7589 -3.5286 2.9364
21 H 0.2636 -4.9088 3.2059
22 H 2.1516 -3.6944 2.6608
23 H 4.5522 -0.8558 1.0740
24 H 4.9508 0.7023 1.8301
25 H 4.9249 0.5635 0.0725
26 H 4.4889 2.8670 0.4238
27 H 3.6235 5.1975 0.4927
28 H 1.2186 5.5775 1.0427
29 H -0.2369 3.6106 1.4567
30 O -0.4310 -3.0652 0.1673
31 S -1.1256 -2.1374 -0.6767
32 O -2.5431 -2.0556 -0.6102
33 N -0.4791 -0.6078 -0.4264
34 C 0.2095 -0.1046 -1.4623
35 O 0.7738 0.9911 -1.2419
36 C 0.1494 -0.9759 -2.6438
37 C 0.6641 -0.7654 -3.9117
38 C 0.4612 -1.7556 -4.8658
39 C -0.2436 -2.9156 -4.5578
40 C -0.7719 -3.1298 -3.2855
41 C -0.5506 -2.1473 -2.3490
42 H 1.2015 0.1431 -4.1468
43 H 0.8527 -1.6218 -5.8645
44 H -0.3882 -3.6686 -5.3205
45 H -1.3254 -4.0287 -3.0508
46 Br -4.3459 4.4007 1.1784
47 C -4.2022 3.1485 -0.2236
48 C -4.9276 3.3608 -1.3828
49 C -4.8540 2.4542 -2.4375
50 C -4.0661 1.3286 -2.3394
51 C -3.3389 1.0960 -1.1959
52 C -3.4079 2.0137 -0.1518
53 I -2.3296 1.6416 1.6227
54 H -5.5552 4.2383 -1.4540
55 H -5.4312 2.6333 -3.3346
56 H -4.0273 0.6140 -3.1504
57 H -2.7588 0.1918 -1.0979

As for the spin multiplicity: 1. The calculation puts the max |F| at 0.9 eV Å⁻¹. The total charge is +2. The calculation puts the orbital gap (spin up / spin down) at 5.23 / 5.23 eV. The calculation puts the HOMO energy (spin up / spin down) at -0.517 / -0.517 Ha.

The ΔE to the lowest compared entry with this formula, charge and spin results, record by record, are as follows: 0.00, 139.22, 0.00 kcal/mol.